{
  "formula": "C2H9N5",
  "method": "wB97M-V/def2-TZVPD",
  "de_lowest_ev": 4.351,
  "e_lumo_ha": 0.0346,
  "charge": 0,
  "e_homo_ev": -8.07,
  "smiles": "CN/C(=N/N)NN",
  "multiplicity": 1,
  "elements": ["N", "N", "N", "N", "N", "C", "C", "H", "H", "H", "H", "H", "H", "H", "H", "H"],
  "positions_angstrom": [[-2.382, -0.827, -0.286], [-1.060, -1.201, 0.181], [-1.335, 1.436, 0.137], [1.309, -0.861, 0.013], [0.070, 1.025, -0.300], [2.493, 0.071, -0.086], [0.031, -0.318, 0.001], [2.643, 0.380, -1.131], [1.393, -1.957, 0.020], [-1.121, -1.601, 1.114], [3.292, -0.499, 0.326], [-2.512, 0.273, -0.319], [-2.343, -0.965, -1.265], [-1.306, 2.521, 0.087], [2.166, 1.222, 0.269], [-1.338, 1.301, 1.240]]
}